Molecular formula: C2H9N4
Method: DFT, the ωB97M-V functional and the def2-TZVPD basis

```
! RIJCOSX wB97M-V def2-TZVPD def2/J DEFGRID3
* xyz 1 1
N 1.2313 0.4760 1.7058
C 0.3448 1.0945 0.9664
N -0.8694 1.3806 1.3478
H 1.0176 0.1012 2.6183
H 2.1505 0.3011 1.3347
H 0.6541 1.4087 -0.0151
H -1.5366 1.7472 0.6879
H -1.2221 1.1013 2.2534
N -0.2888 -0.5721 -2.4686
C -0.1228 -1.3606 -1.3720
N -0.8734 -1.2752 -0.3480
H 0.4745 -0.4444 -3.1079
H -0.9521 0.1847 -2.4017
H 0.6839 -2.0877 -1.4780
H -0.6916 -2.0553 0.2769
*
```

For the HOMO energy, the calculation gives -12.96 eV. The value obtained for the strongest force on any atom is 0.0106 Eh/bohr. The energy relative to the best compared isomer or geometry (same formula, charge and spin) comes out at 10.98 kcal per mole. The calculation puts the orbital gap at 9.5 eV. Its electronic energy is -8174.3501 eV.